Entry from OMol25: a cluster of 9 separate species, C66H84BO8PS2 in total (ωB97M-V/def2-TZVPD).

Each atom is followed by the atoms it is bonded to, with distances in Å.
Geometry (Å):
1 C 4.5516 -1.6375 -0.7100  C2 1.505, H31 1.056, H32 1.050, H33 1.053
2 C 4.7098 -0.3730 -1.5112  C1 1.505, C3 1.500, H34 1.062, H35 1.060
3 C 3.5431 0.5671 -1.4333  C2 1.500, C4 1.490, H36 1.058, H37 1.064
4 C 2.4876 0.3224 -2.4559  C3 1.490, C5 1.491, H38 1.064, H39 1.058
5 C 1.6647 -0.8791 -2.1369  C4 1.491, C6 1.500, H40 1.054, H41 1.051
6 C 0.5060 -1.0558 -3.0732  C5 1.500, C7 1.495, H42 1.057, H43 1.060
7 C -0.8516 -1.1722 -2.4590  C6 1.495, C8 1.508, H44 1.057, H45 1.055
8 C -0.9827 -2.2935 -1.4593  C7 1.508, C9 1.519, H46 1.055, H47 1.058
9 C -2.2811 -2.3855 -0.6772  C8 1.519, C10 1.490, C22 1.553, H48 1.060
10 C -3.3928 -1.7809 -1.4630  C9 1.490, C11 1.491, O16 1.435, H49 1.044
11 C -3.5771 -0.3071 -1.3376  C10 1.491, O12 1.453, H50 1.049, H51 1.056
12 O -3.8277 0.2012 -2.6761  C11 1.453, C13 1.297
13 C -3.9633 1.4908 -2.6491  O12 1.297, C14 1.444, O15 1.119
14 C -5.1883 2.0841 -2.1655  C13 1.444, H52 1.063, H53 1.044, H54 1.052
15 O -3.1636 2.1868 -3.0072  C13 1.119
16 O -4.6487 -2.4209 -1.1960  C10 1.435, S17 1.542
17 S -4.9423 -2.6989 0.2921  O16 1.542, O18 1.372, O19 1.363, C20 1.789
18 O -6.2036 -2.2714 0.6235  S17 1.372
19 O -4.7777 -4.0362 0.4979  S17 1.363
20 C -3.7210 -1.9469 1.3616  S17 1.789, S21 1.792, C22 1.538, H55 1.047
21 S -4.1605 -0.2761 1.8393  C20 1.792, H56 1.312
22 C -2.2791 -2.0149 0.8314  C9 1.553, C20 1.538, B23 1.597, P28 1.885
23 B -1.4012 -0.7685 1.3081  C22 1.597, O24 1.359, O25 1.336
24 O -0.8184 0.1487 0.4921  B23 1.359, H57 0.961
25 O -1.1650 -0.6780 2.6199  B23 1.336, C26 1.415
26 C -1.1460 0.6309 3.1576  O25 1.415, C27 1.464, H58 1.058, H59 1.054
27 C -1.6394 0.6620 4.5358  C26 1.464, H60 1.051, H61 1.050, H62 1.051
28 P -1.5638 -3.5278 1.6999  C22 1.885, C29 1.814, O30 1.613
29 C 0.2392 -3.4179 1.5306  P28 1.814, H63 1.048, H64 1.056, H65 1.069
30 O -1.8203 -3.2881 3.2743  P28 1.613, H66 0.962
31 H 4.2835 -2.4050 -1.3840  C1 1.056
32 H 3.7560 -1.5974 -0.0262  C1 1.050
33 H 5.4444 -1.9722 -0.2628  C1 1.053
34 H 5.5755 0.1298 -1.1570  C2 1.062
35 H 4.8895 -0.5990 -2.5306  C2 1.060
36 H 3.0850 0.4664 -0.4850  C3 1.058
37 H 3.8968 1.5685 -1.4969  C3 1.064
38 H 1.8701 1.1884 -2.4341  C4 1.064
39 H 2.9504 0.2384 -3.4031  C4 1.058
40 H 1.3726 -0.8253 -1.1260  C5 1.054
41 H 2.2895 -1.7178 -2.2417  C5 1.051
42 H 0.4673 -0.2559 -3.7637  C6 1.057
43 H 0.6562 -1.9357 -3.6442  C6 1.060
44 H -1.4938 -1.4019 -3.2662  C7 1.057
45 H -1.1613 -0.2274 -2.1054  C7 1.055
46 H -0.9207 -3.1742 -2.0363  C8 1.055
47 H -0.1258 -2.2964 -0.8396  C8 1.058
48 H -2.5081 -3.4209 -0.6651  C9 1.060
49 H -3.2188 -1.9736 -2.4745  C10 1.044
50 H -4.4477 -0.1288 -0.7804  C11 1.049
51 H -2.7355 0.2050 -0.9585  C11 1.056
52 H -5.7110 1.4880 -1.4574  C14 1.063
53 H -4.9820 3.0134 -1.7371  C14 1.044
54 H -5.8417 2.2547 -2.9724  C14 1.052
55 H -3.8453 -2.5118 2.2343  C20 1.047
56 H -5.1319 -0.5645 2.6735  S21 1.312
57 H -1.3184 0.9656 0.4148  O24 0.961
58 H -1.7955 1.2637 2.6127  C26 1.058
59 H -0.1971 1.0849 3.0867  C26 1.054
60 H -1.5053 1.6321 4.9161  C27 1.051
61 H -1.1815 -0.0532 5.1539  C27 1.050
62 H -2.6803 0.5156 4.5118  C27 1.051
63 H 0.6892 -4.0207 2.2602  C29 1.048
64 H 0.4882 -3.8380 0.5940  C29 1.056
65 H 0.6671 -2.4397 1.5765  C29 1.069
66 H -2.0665 -4.1345 3.6591  O30 0.962
67 C -3.6314 2.2039 -7.3376  C68 1.386, C72 1.386, H73 1.082
68 C -4.0517 1.7160 -6.1104  C67 1.386, C69 1.388, H74 1.079
69 C -5.2854 1.0900 -6.0015  C68 1.388, C70 1.386, H75 1.083
70 C -6.0987 0.9550 -7.1161  C69 1.386, C71 1.386, H76 1.082
71 C -5.6800 1.4507 -8.3405  C70 1.386, C72 1.387, H77 1.082
72 C -4.4462 2.0739 -8.4514  C67 1.386, C71 1.387, H78 1.082
73 H -2.6675 2.6868 -7.4254  C67 1.082
74 H -3.4371 1.8104 -5.2287  C68 1.079
75 H -5.6147 0.7040 -5.0445  C69 1.083
76 H -7.0589 0.4639 -7.0304  C70 1.082
77 H -6.3154 1.3506 -9.2099  C71 1.082
78 H -4.1193 2.4587 -9.4079  C72 1.082
79 C -5.9966 -0.9562 6.6661  C80 1.385, C84 1.387, H85 1.082
80 C -4.8171 -1.3199 6.0375  C79 1.385, C81 1.377, H86 1.083
81 C -3.6444 -1.4226 6.7524  C80 1.377, C82 1.385, H87 1.082
82 C -3.6321 -1.1579 8.1122  C81 1.385, C83 1.387, H88 1.082
83 C -4.8068 -0.7820 8.7476  C82 1.387, C84 1.388, H89 1.081
84 C -5.9884 -0.6826 8.0257  C79 1.387, C83 1.388, H90 1.081
85 H -6.9168 -0.8853 6.1020  C79 1.082
86 H -4.7965 -1.5358 4.9763  C80 1.083
87 H -2.7353 -1.7167 6.2447  C81 1.082
88 H -2.7124 -1.2429 8.6755  C82 1.082
89 H -4.8030 -0.5684 9.8077  C83 1.081
90 H -6.9034 -0.3932 8.5241  C84 1.081
91 C -5.4259 -6.3313 -2.8561  C92 1.386, C96 1.387, H97 1.082
92 C -6.0682 -5.2005 -2.3763  C91 1.386, C93 1.387, H98 1.079
93 C -6.9621 -4.5175 -3.1873  C92 1.387, C94 1.387, H99 1.082
94 C -7.2101 -4.9619 -4.4771  C93 1.387, C95 1.387, H100 1.082
95 C -6.5608 -6.0885 -4.9589  C94 1.387, C96 1.386, H101 1.082
96 C -5.6697 -6.7741 -4.1480  C91 1.387, C95 1.386, H102 1.082
97 H -4.7331 -6.8676 -2.2210  C91 1.082
98 H -5.8726 -4.8551 -1.3732  C92 1.079
99 H -7.4657 -3.6364 -2.8115  C93 1.082
100 H -7.9094 -4.4297 -5.1084  C94 1.082
101 H -6.7502 -6.4328 -5.9668  C95 1.082
102 H -5.1647 -7.6545 -4.5230  C96 1.082
103 C 3.6260 1.0463 7.2776  C104 1.385, C108 1.386, H109 1.081
104 C 2.9347 1.2188 8.4658  C103 1.385, C105 1.386, H110 1.082
105 C 1.6653 0.6828 8.6129  C104 1.386, C106 1.386, H111 1.082
106 C 1.0858 -0.0218 7.5698  C105 1.386, C107 1.386, H112 1.083
107 C 1.7745 -0.1866 6.3781  C106 1.386, C108 1.384, H113 1.083
108 C 3.0444 0.3452 6.2328  C103 1.386, C107 1.384, H114 1.077
109 H 4.6191 1.4587 7.1631  C103 1.081
110 H 3.3860 1.7709 9.2793  C104 1.082
111 H 1.1268 0.8141 9.5419  C105 1.082
112 H 0.0951 -0.4428 7.6855  C106 1.083
113 H 1.3196 -0.7332 5.5611  C107 1.083
114 H 3.5818 0.2161 5.3083  C108 1.077
115 C 5.1780 3.7719 1.4517  C116 1.385, C120 1.386, H121 1.082
116 C 4.8497 2.4379 1.2752  C115 1.385, C117 1.387, H122 1.081
117 C 5.8095 1.4534 1.4558  C116 1.387, C118 1.386, H123 1.083
118 C 7.1030 1.8046 1.8108  C117 1.386, C119 1.387, H124 1.082
119 C 7.4349 3.1405 1.9806  C118 1.387, C120 1.387, H125 1.082
120 C 6.4723 4.1232 1.8025  C115 1.386, C119 1.387, H126 1.082
121 H 4.4273 4.5382 1.3133  C115 1.082
122 H 3.8427 2.1619 0.9951  C116 1.081
123 H 5.5482 0.4114 1.3191  C117 1.083
124 H 7.8525 1.0379 1.9538  C118 1.082
125 H 8.4456 3.4162 2.2509  C119 1.082
126 H 6.7324 5.1651 1.9340  C120 1.082
127 C -3.5814 7.6835 -3.2484  C128 1.387, C132 1.386, H133 1.082
128 C -3.9275 6.3609 -3.4809  C127 1.387, C129 1.388, H134 1.082
129 C -3.0834 5.3375 -3.0736  C128 1.388, C130 1.386, H135 1.079
130 C -1.8903 5.6422 -2.4365  C129 1.386, C131 1.387, H136 1.083
131 C -1.5395 6.9646 -2.2104  C130 1.387, C132 1.386, H137 1.082
132 C -2.3858 7.9853 -2.6153  C127 1.386, C131 1.386, H138 1.082
133 H -4.2431 8.4800 -3.5617  C127 1.082
134 H -4.8579 6.1259 -3.9812  C128 1.082
135 H -3.3501 4.3069 -3.2498  C129 1.079
136 H -1.2317 4.8445 -2.1173  C130 1.083
137 H -0.6055 7.2007 -1.7181  C131 1.082
138 H -2.1132 9.0169 -2.4376  C132 1.082
139 C 8.2746 -5.8494 1.1409  C140 1.386, C144 1.386, H145 1.082
140 C 7.1814 -6.6546 0.8639  C139 1.386, C141 1.386, H146 1.081
141 C 5.8983 -6.1385 0.9573  C140 1.386, C142 1.386, H147 1.082
142 C 5.7084 -4.8178 1.3310  C141 1.386, C143 1.387, H148 1.082
143 C 6.8025 -4.0139 1.6162  C142 1.387, C144 1.386, H149 1.082
144 C 8.0851 -4.5294 1.5195  C139 1.386, C143 1.386, H150 1.082
145 H 9.2758 -6.2508 1.0623  C139 1.082
146 H 7.3293 -7.6860 0.5743  C140 1.081
147 H 5.0454 -6.7667 0.7385  C141 1.082
148 H 4.7067 -4.4136 1.4010  C142 1.082
149 H 6.6549 -2.9839 1.9131  C143 1.082
150 H 8.9384 -3.9022 1.7395  C144 1.082
151 C 9.6293 5.3857 -2.4489  C152 1.386, C156 1.386, H157 1.082
152 C 8.8731 4.8463 -1.4197  C151 1.386, C153 1.386, H158 1.082
153 C 7.5120 4.6483 -1.5884  C152 1.386, C154 1.386, H159 1.080
154 C 6.9058 4.9928 -2.7867  C153 1.386, C155 1.386, H160 1.082
155 C 7.6600 5.5392 -3.8136  C154 1.386, C156 1.386, H161 1.082
156 C 9.0221 5.7345 -3.6451  C151 1.386, C155 1.386, H162 1.082
157 H 10.6929 5.5348 -2.3188  C151 1.082
158 H 9.3451 4.5786 -0.4834  C152 1.082
159 H 6.9246 4.2243 -0.7868  C153 1.080
160 H 5.8434 4.8358 -2.9197  C154 1.082
161 H 7.1861 5.8128 -4.7466  C155 1.082
162 H 9.6111 6.1590 -4.4468  C156 1.082

As for the largest force on an atom: 10.300 eV/Å. Its HOMO energy is -0.3148 Ha. The frontier orbital gap comes out at 0.31684 Eh. The SMILES is CCCCCCCC[C@@H]1[C@H](COC(C)=O)OS(=O)(=O)[C@H](S)[C@@]1(B(O)OCC)P(C)O.c1ccccc1.c1ccccc1.c1ccccc1.c1ccccc1.c1ccccc1.c1ccccc1.c1ccccc1.c1ccccc1.

Results of the Löwdin charge analysis, in e, for atoms 1 through 2:
1 C -0.096
2 C -0.238